Entry 1:
ORCA calculation (ωB97M-V with the def2-TZVPD basis set) on a molecular structure, C26H39BeFN3OS2.

Summary:
- molar mass (g mol⁻¹) = 501.76
- electronic energy (a.u.) = -2164.57838
- HOMO level (eV) = -9.96
- total charge = +1
- 2S+1 = 1
- maximum force (eV/A) = 0.68

Each line ends with the natural charge from an NBO analysis.
Positions of all 73 atoms, in Å:
Be -1.3190 -0.2433 -0.1183  1.6187
C 1.5841 -3.7644 1.9401  -0.5908
C 1.1329 -2.3014 1.8724  -0.2673
C 1.3296 -1.6580 3.2460  -0.5924
C 1.8769 -1.5796 0.7615  -0.0361
C 3.2527 -1.4120 0.9008  -0.2258
C 4.0153 -0.8765 -0.1186  -0.2034
C 3.4035 -0.5382 -1.3115  -0.2083
C 2.0317 -0.6901 -1.5043  -0.0313
C 1.5234 -0.4174 -2.9116  -0.2404
C 1.3395 -1.7230 -3.6897  -0.5995
C 0.2823 0.4572 -3.0457  -0.5898
C 1.2559 -1.1728 -0.4371  0.1790
N -0.1617 -1.2672 -0.5597  -1.0124
C -0.7237 -2.4697 -0.8944  0.0991
C -0.1092 -3.6839 -1.2086  -0.2863
C -0.8837 -4.7952 -1.5133  -0.1643
C -2.2718 -4.7512 -1.5176  -0.2513
C -2.9206 -3.5565 -1.2077  -0.2609
C -2.1104 -2.5020 -0.9224  0.3657
F -2.6675 -1.2312 -0.5784  -0.4263
H 0.9882 -4.3066 2.6728  0.2159
H 2.6298 -3.8368 2.2391  0.2034
H 1.4734 -4.2652 0.9800  0.2141
H 0.0666 -2.2870 1.6372  0.2255
H 2.3853 -1.5956 3.5071  0.2011
H 0.8376 -2.2569 4.0108  0.2211
H 0.9085 -0.6557 3.2948  0.1923
H 3.7348 -1.7282 1.8145  0.2160
H 5.0818 -0.7502 0.0022  0.2221
H 4.0049 -0.1647 -2.1293  0.2148
H 2.3374 0.1307 -3.3974  0.2039
H 0.4801 -2.2832 -3.3188  0.2108
H 2.2198 -2.3595 -3.6092  0.2150
H 1.1715 -1.5101 -4.7451  0.2146
H -0.6242 -0.0800 -2.7717  0.2073
H 0.1835 0.7828 -4.0808  0.2112
H 0.3579 1.3396 -2.4152  0.1910
H 0.9707 -3.7404 -1.2239  0.2318
H -0.3865 -5.7228 -1.7555  0.2240
H -2.8500 -5.6296 -1.7541  0.2284
H -3.9943 -3.4626 -1.1904  0.2389
S -1.7198 0.0407 2.0344  -0.3721
C -0.5342 1.2519 2.3137  0.3661
N -0.7565 2.1977 3.2242  -0.5806
C 0.2279 3.2095 3.5889  -0.2200
C 1.6193 2.6316 3.3977  -0.4263
C 1.7560 2.1242 1.9718  -0.2214
N 0.6332 1.2433 1.6686  -0.6056
H -1.6273 2.1279 3.7288  0.4289
H 0.0503 3.4989 4.6235  0.2300
H 0.0909 4.0956 2.9618  0.1972
H 1.7643 1.8038 4.0947  0.2243
H 2.3779 3.3841 3.6025  0.2413
H 2.6711 1.5445 1.8452  0.2391
H 1.7809 2.9544 1.2597  0.1973
H 0.7864 0.4882 1.0097  0.4502
C -0.2253 4.1429 -1.4097  -0.6259
C -1.6072 3.5951 -1.7253  -0.5888
S -2.1860 2.5371 -0.4014  1.2752
O -1.5215 1.2048 -0.7306  -1.1392
C -3.9102 2.3321 -0.8709  -0.5877
C -4.7757 3.3657 -0.1662  -0.6261
H -0.2647 4.8556 -0.5883  0.2202
H 0.1771 4.6528 -2.2842  0.2449
H 0.4657 3.3419 -1.1479  0.2220
H -1.6186 2.9638 -2.6166  0.2526
H -2.3520 4.3844 -1.8288  0.2419
H -4.1487 1.3121 -0.5666  0.2567
H -3.9754 2.3973 -1.9577  0.2381
H -4.7751 3.2094 0.9095  0.2282
H -5.8002 3.2851 -0.5233  0.2459
H -4.4394 4.3817 -0.3662  0.2147

---

Entry 2:
ORCA calculation (ωB97M-V with the def2-TZVPD basis set) on 5 unconnected molecules or ions with the total composition C26H39BrF12NO8S at a distorted geometry.

Summary:
- molar mass (g mol⁻¹) = 833.54
- electronic energy (a.u.) = -5840.83464
- HOMO level (eV) = -11.84
- total charge = +1
- 2S+1 = 1
- maximum force (eV/A) = 10.15

Each line ends with the Mulliken charge.
Positions of all 88 atoms, in Å:
C -4.9491 -3.7832 0.7333  -0.4394
C -6.1909 -3.1110 0.5322  -0.0636
C -7.6660 -2.4773 0.0667  -0.3347
C -7.3426 -1.2663 -0.9922  0.0290
C -8.1568 0.1324 -0.7112  -0.5931
S -7.5003 1.1491 0.7253  0.2345
Br -8.2252 0.2527 2.6908  0.0139
C -5.6288 1.0424 0.8616  -0.5329
C -4.8063 1.6860 -0.3995  -0.6194
C -4.0341 0.6069 -1.3602  -0.5205
C -3.2111 -0.5700 -0.5719  -0.2379
C -1.7233 -0.9058 -1.1713  0.2318
N -0.7204 -0.2025 -0.2382  -0.6194
H -3.9712 -4.4541 0.6004  0.2938
H -8.3035 -2.1677 0.9980  0.2518
H -8.2392 -3.3220 -0.5284  0.3113
H -6.1791 -1.1480 -1.0393  -0.3338
H -7.6756 -1.6248 -2.0811  0.4207
H -9.2782 -0.1564 -0.5183  0.4082
H -8.0822 0.8353 -1.6732  0.3923
H -5.3701 -0.0691 1.1176  0.4020
H -5.3294 1.6770 1.8258  0.4067
H -5.6201 2.2216 -1.0890  0.2282
H -4.0585 2.5637 -0.0915  0.3545
H -3.2195 1.2299 -1.9704  0.3587
H -4.7094 0.0945 -2.1752  0.3605
H -3.8526 -1.5686 -0.7007  -0.2399
H -3.1926 -0.3823 0.6066  0.3322
H -1.6823 -0.5034 -2.2731  0.2577
H -1.5776 -2.0877 -1.1722  -0.2910
H -1.2391 0.5419 0.3076  0.2401
H -0.4870 -0.9636 0.4683  0.2834
C 2.3676 -0.3925 -3.1365  -1.0200
C 1.2958 0.6760 -3.0303  0.2054
O 1.8929 1.9771 -2.9204  -0.4050
C 2.2632 2.5728 -4.0988  0.3487
O 2.1134 2.0567 -5.2029  -0.5256
C 2.8362 3.9656 -3.8399  0.8421
F 3.7021 3.9930 -2.7861  -0.2232
F 1.8614 4.8757 -3.5537  -0.2489
F 3.5230 4.4661 -4.9054  -0.2426
H 3.0675 -0.3205 -2.2978  0.1929
H 1.9207 -1.3907 -3.1401  0.3122
H 2.9551 -0.2720 -4.0522  0.3511
H 0.7095 0.5174 -2.1193  0.1286
H 0.5972 0.6333 -3.8738  0.3085
C 6.8182 4.3395 -0.8247  -1.0101
C 6.6056 3.8895 0.6085  -0.0562
O 6.1349 2.5335 0.6446  -0.3128
C 7.0957 1.5586 0.5610  0.3454
O 8.2973 1.7895 0.4571  -0.5165
C 6.4634 0.1711 0.6605  0.8553
F 5.3333 0.0502 -0.0941  -0.2240
F 6.1005 -0.1362 1.9389  -0.2466
F 7.2981 -0.8258 0.2520  -0.2466
H 5.9062 4.1951 -1.4129  0.1285
H 7.0999 5.3956 -0.8616  0.3940
H 7.6054 3.7532 -1.3093  0.3360
H 5.8314 4.5072 1.0753  0.2294
H 7.5155 4.0066 1.2084  0.3408
C -1.5324 -9.6247 -1.0222  -1.0952
C -2.6042 -8.5562 -0.9160  -0.2093
O -2.0071 -7.2551 -0.8061  -0.2921
C -1.6368 -6.6593 -1.9844  0.2229
O -1.7866 -7.1755 -3.0885  -0.5088
C -1.0638 -5.2666 -1.7256  1.0196
F -0.1979 -5.2391 -0.6717  -0.2591
F -2.0386 -4.3565 -1.4393  -0.2813
F -0.3770 -4.7661 -2.7911  -0.2520
H -0.8325 -9.5527 -0.1834  0.3018
H -1.9793 -10.6229 -1.0258  0.3678
H -0.9449 -9.5042 -1.9379  0.3186
H -3.1905 -8.7148 -0.0050  0.3177
H -3.3028 -8.5988 -1.7595  0.3186
C 4.4676 2.5131 5.6913  -0.9644
C 3.3958 3.5816 5.7975  -0.2005
O 3.9929 4.8828 5.9075  -0.3206
C 4.3632 5.4785 4.7291  0.4036
O 4.2134 4.9624 3.6250  -0.5101
C 4.9362 6.8713 4.9879  0.8320
F 5.8021 6.8987 6.0418  -0.2395
F 3.9614 7.7813 5.2742  -0.2467
F 5.6230 7.3718 3.9224  -0.2343
H 5.1675 2.5852 6.5301  0.3031
H 4.0207 1.5150 5.6878  0.3643
H 5.0551 2.6337 4.7756  0.2011
H 2.8095 3.4231 6.7085  0.3171
H 2.6972 3.5390 4.9540  0.2990

---

Entry 3:
ORCA calculation (ωB97M-V with the def2-TZVPD basis set) on a molecular structure, C26H39BrKN2OS2Sb.

Summary:
- molar mass (g mol⁻¹) = 700.51
- electronic energy (a.u.) = -5409.41243
- HOMO level (eV) = -6.36
- 2S+1 = 1
- relative energy (zero: lowest compared OMol25 entry of this formula, charge and spin) (kcal per mole) = 3.3
- maximum force (eV/A) = 0.77

Each line ends with the natural charge from an NBO analysis.
Positions of all 73 atoms, in Å:
K 1.1023 -1.3150 0.2820  0.8771
Br 2.1632 0.9602 7.5774  0.0789
C 1.5421 -0.0032 6.0774  -0.0812
C 1.8555 0.4376 4.8035  -0.2253
C 1.3833 -0.2761 3.7141  -0.2024
C 0.6198 -1.4274 3.8790  0.1739
C 0.3056 -1.8431 5.1697  -0.2398
C 0.7654 -1.1362 6.2681  -0.2134
N 0.1937 -2.0728 2.6831  -0.4556
C -0.2862 -3.2404 2.6906  0.1214
C -0.7557 -3.9271 1.4590  0.1280
C -1.3871 -5.1546 1.5764  -0.2160
C -1.7967 -5.8187 0.4285  -0.1551
C -1.5605 -5.2307 -0.7985  -0.2352
C -0.9370 -3.9898 -0.8231  0.0576
N -0.5480 -3.3439 0.2717  -0.4520
H 2.4539 1.3276 4.6650  0.2399
H 1.6121 0.0659 2.7094  0.2141
H -0.3210 -2.7093 5.3379  0.2142
H 0.5169 -1.4613 7.2692  0.2319
H -0.3682 -3.8377 3.6026  0.1615
H -1.5522 -5.5824 2.5582  0.2230
H -2.2869 -6.7814 0.4950  0.2277
H -1.8462 -5.7167 -1.7211  0.2321
H -0.7434 -3.4922 -1.7690  0.2060
C 6.9249 -2.6866 -2.1789  -0.2618
O 5.6074 -2.4337 -1.6941  -0.5240
C 5.1726 -1.1583 -1.6465  0.0457
S 6.1056 0.1049 -2.2008  -0.2583
S 3.5353 -1.0440 -1.1549  -0.5179
H 7.0369 -3.7686 -2.1484  0.1810
H 7.6698 -2.2046 -1.5483  0.1930
H 7.0443 -2.3150 -3.1949  0.1965
C -2.7989 -0.0714 -2.8404  -0.6346
C -2.8762 0.9670 -1.7193  -0.3013
C -3.6628 0.3772 -0.5465  -0.6349
C -3.5967 2.2098 -2.2351  -0.6341
Sb -0.8017 1.2227 -0.9971  0.9903
C -0.9482 2.7451 0.6023  -0.3082
C 0.4536 3.2950 0.8738  -0.6307
C -1.4045 1.9651 1.8408  -0.6299
C -1.9096 3.8979 0.3333  -0.6296
C 0.3053 2.0723 -2.7062  -0.2920
C 0.6775 0.8515 -3.5567  -0.6489
C 1.6034 2.6997 -2.1943  -0.6398
C -0.4762 3.0838 -3.5372  -0.6308
H -3.8138 -0.3838 -3.1202  0.2061
H -2.2487 -0.9668 -2.5359  0.2054
H -2.3227 0.3325 -3.7358  0.2116
H -4.6470 0.0398 -0.8985  0.2060
H -3.8355 1.1172 0.2377  0.2060
H -3.1564 -0.4835 -0.0997  0.2100
H -4.6064 1.9231 -2.5624  0.2019
H -3.0941 2.6583 -3.0886  0.2145
H -3.7097 2.9738 -1.4694  0.2107
H 1.2216 2.5156 0.8912  0.2085
H 0.4612 3.7883 1.8551  0.2051
H 0.7497 4.0366 0.1348  0.2157
H -0.7150 1.1528 2.0883  0.2033
H -2.3976 1.5301 1.7202  0.2080
H -1.4408 2.6405 2.7061  0.2082
H -1.7088 4.3927 -0.6194  0.2096
H -1.8059 4.6516 1.1263  0.2059
H -2.9486 3.5672 0.3390  0.2036
H 1.3325 0.1660 -3.0111  0.2392
H 1.2318 1.1879 -4.4419  0.2153
H -0.1965 0.2968 -3.9062  0.1971
H 2.1440 2.0480 -1.5020  0.2338
H 1.4320 3.6646 -1.7183  0.1987
H 2.2715 2.8684 -3.0477  0.2184
H -1.2952 2.6136 -4.0831  0.2013
H 0.1957 3.5296 -4.2825  0.2110
H -0.8837 3.8977 -2.9327  0.2036

---

Which of these has the lowest HOMO level?
C26H39BrF12NO8S

---

Among the records above, which one has the lowest HOMO level?
C26H39BrF12NO8S

---

Which formula does entry 3 have?
C26H39BrKN2OS2Sb

---

Look up the HOMO level of the second one.
-11.84 eV